A structure of composition C29H24NO2OsP2S2, computed with ωB97M-V with the def2-TZVPD basis set.

Results
Strongest force on any atom: 0.3 eV Å⁻¹
LUMO (alpha / beta): -4.21 / -4.21 eV
Net charge: +1
Gap between HOMO and LUMO (alpha / beta): 6.7 / 6.7 eV
M: 734.8 g/mol
E_tot: -2894.3258 Ha

The geometry in XYZ format:
```
61
Properties=species:S:1:pos:R:3:mulliken_charge:R:1
Os -0.36580 -0.39672 -2.45707 1.09
S 2.03347 -0.77437 -2.49304 -0.49
S -0.83146 1.92052 -2.25136 -0.55
P -0.54022 1.50767 -0.27909 1.05
P 1.52701 -1.03365 -0.54469 0.67
O -1.00382 -1.26030 -4.42276 -0.67
O -4.20517 0.09785 -1.62470 -0.53
N -2.40693 -0.63479 -2.87390 -0.05
C 1.22166 2.09688 1.73455 -0.28
C 2.82442 -0.88029 1.89259 -0.45
C 3.79397 0.41343 0.09193 -0.33
C 1.13006 -2.73581 -0.13792 0.65
C -2.37459 2.83311 1.27392 -0.55
C 1.29571 3.59015 -0.16898 -0.42
C 4.77656 0.86920 0.95808 -0.69
C -4.22489 1.76059 2.36398 -0.51
C 2.29306 4.32475 0.45714 -0.72
C 0.76592 2.47551 0.47139 0.51
C -3.50631 2.91288 2.06424 -0.66
C 4.77954 0.45877 2.28307 -0.52
C 3.80430 -0.41501 2.75186 -0.73
C -0.02545 -0.15311 -0.63203 -0.67
C -3.82256 0.52952 1.86948 -0.79
C -2.21501 -1.10886 -4.09590 0.57
C -3.75721 -0.37724 -2.63116 0.20
C -4.53596 -0.83779 -3.86613 -0.47
C 0.17330 -2.99940 0.84204 -0.20
C -2.69726 0.44185 1.06572 -0.20
C 0.54551 -5.35241 0.54883 -0.47
C -3.47888 -1.33812 -4.86133 -0.52
C -0.11493 -4.30964 1.18613 -0.86
C 1.49095 -5.08914 -0.43240 -0.73
C -1.97345 1.59345 0.77442 0.73
C 2.81907 -0.46093 0.56101 0.73
C 2.22521 2.82587 2.34579 -0.70
C 2.75900 3.93890 1.70543 -0.58
C 1.78748 -3.78013 -0.77987 -0.56
H 0.94852 3.86812 -1.15576 0.42
H -5.10834 1.82712 2.98492 0.40
H 5.54075 1.54299 0.59460 0.44
H -5.24332 -1.60851 -3.56440 0.29
H 3.81746 -0.74323 3.78255 0.42
H 3.54045 4.51165 2.18754 0.44
H 5.55125 0.81246 2.95443 0.44
H 2.58800 2.53104 3.32114 0.52
H -1.80331 3.72752 1.05362 0.41
H 2.51455 -3.57227 -1.55527 0.42
H -3.44917 -0.77752 -5.79533 0.30
H -0.85821 -4.51811 1.94377 0.43
H 2.70759 5.19475 -0.03366 0.44
H -2.40291 -0.51087 0.64371 0.41
H 3.78098 0.74053 -0.94055 0.36
H 0.31536 -6.37571 0.81380 0.42
H -4.39391 -0.36060 2.09405 0.43
H 1.99490 -5.90394 -0.93401 0.43
H -3.57479 -2.39325 -5.11727 0.29
H -3.82743 3.86988 2.45206 0.42
H 2.07998 -1.57901 2.25421 0.42
H -0.35858 -2.18585 1.32411 0.45
H -5.11334 0.00538 -4.24194 0.30
H 0.78722 1.24423 2.24440 0.39
```